(1)
Formula: H2IOZn
Source: OMol25
Level of theory: wB97M-V/def2-TZVPD

XYZ file:
```
5
H2IOZn (wB97M-V/def2-TZVPD)
I 0.035 2.072 0.966
Zn -0.412 -0.153 2.468
O 0.195 -0.991 -0.987
H -0.511 -0.748 -1.595
H 0.693 -0.180 -0.851
```

**Relative energy (zero: lowest compared OMol25 entry of this formula, charge and spin)**: 0.0 kJ/mol
**Multiplicity**: 1
**Gap between HOMO and LUMO**: 6.06 eV
**HOMO energy**: -0.5429 Eh
**Charge**: +1


(2)
Formula: H2N2O2
Source: OMol25
Level of theory: wB97M-V/def2-TZVPD

XYZ file:
```
6
H2N2O2 (wB97M-V/def2-TZVPD)
O 0.090 -1.157 2.934
O -0.346 1.192 -2.943
N -0.164 1.126 -1.632
N 0.284 -1.148 1.633
H -1.124 0.736 -1.234
H 1.260 -0.749 1.243
```

**Relative energy (zero: lowest compared OMol25 entry of this formula, charge and spin)**: 597.5 kJ/mol
**Multiplicity**: 1
**Gap between HOMO and LUMO**: 3.22 eV
**HOMO energy**: 0.1859 Eh
**Charge**: -2


(3)
Formula: H2N2O3S
Source: OMol25
Level of theory: wB97M-V/def2-TZVPD

XYZ file:
```
8
H2N2O3S (wB97M-V/def2-TZVPD)
S -1.155 -3.365 0.722
O -0.842 -0.911 0.660
O -0.787 -4.625 1.282
O -2.030 -3.262 -0.407
N -0.455 -2.081 1.288
N 0.011 -0.653 -0.490
H 0.066 0.283 -0.497
H -0.402 -0.902 -1.340
```

**Relative energy (zero: lowest compared OMol25 entry of this formula, charge and spin)**: 477.5 kJ/mol
**Multiplicity**: 3
**Gap between HOMO and LUMO (spin up / spin down)**: 7.08 / 7.20 eV
**⟨S²⟩**: 2.008
**HOMO energy (spin up / spin down)**: -0.2555 / -0.4117 Eh


(4)
Formula: H2N2O3S2
Source: OMol25
Level of theory: wB97M-V/def2-TZVPD

XYZ file:
```
9
H2N2O3S2 (wB97M-V/def2-TZVPD)
S 2.790 0.538 0.366
S -0.723 1.054 -0.172
O 0.020 1.677 -1.178
O 1.458 0.924 0.963
O -0.670 -0.362 -0.079
N -1.889 1.912 0.423
N 2.909 0.851 -1.102
H -2.320 1.351 1.165
H 2.152 1.258 -1.555
```

**Relative energy (zero: lowest compared OMol25 entry of this formula, charge and spin)**: 41.7 kJ/mol
**Multiplicity**: 1
**Gap between HOMO and LUMO**: 9.97 eV
**HOMO energy**: -0.4121 Eh


no.,DFT total energy (eV)
1,-58589.7244
2,-7096.6533
3,-19980.8338
4,-30822.6211